1.
ORCA calculation (ωB97M-V/def2-TZVPD) on a cluster of 40 separate species, H80O40 in total at a distorted geometry.

The HOMO energy is -0.3513 hartree. The relative energy (zero: lowest compared OMol25 entry of this formula, charge and spin) is 17.795 eV.

The geometry in XYZ format:
```
120
Properties=species:S:1:pos:R:3:mulliken_charge:R:1
H -3.990 -1.571 -1.982 0.396
H -4.741 -1.843 -3.359 0.272
O -3.978 -1.437 -2.907 -0.738
H 1.034 -6.820 -0.912 0.281
H 1.825 -5.756 -1.597 0.252
O 1.323 -5.904 -0.753 -0.521
H 2.405 -1.486 2.867 0.527
H 1.737 -2.875 2.969 0.284
O 2.534 -2.444 3.352 -0.799
H -3.785 1.095 -1.814 0.137
H -3.874 0.529 -3.148 0.328
O -3.885 1.451 -2.695 -0.636
H 1.073 2.112 -0.616 -0.143
H 0.131 0.990 -1.370 0.187
O 1.035 1.100 -0.865 0.759
H 2.882 1.005 1.465 -0.004
O 2.823 0.269 2.016 -0.329
H -1.074 -0.786 1.930 -0.008
O -1.674 -0.082 2.406 -0.117
H 2.830 -1.201 -5.145 0.298
H 1.798 -0.942 -4.152 0.184
O 2.687 -1.178 -4.095 -0.484
H 3.126 -3.510 2.271 0.486
H 2.856 -5.000 1.868 0.258
O 3.451 -4.255 1.800 -0.679
H -2.704 1.012 0.879 -0.244
H -2.907 -0.342 0.178 -0.105
O -3.333 0.290 0.727 0.706
H -4.759 0.586 -0.020 0.349
H -6.235 0.368 0.386 0.353
O -5.680 0.797 -0.216 -0.714
H -2.726 3.257 -3.766 0.304
O -3.355 3.966 -3.601 -0.669
H -1.658 -5.798 -3.000 0.242
H -1.749 -4.411 -3.202 0.437
O -1.146 -5.086 -3.396 -0.586
H -3.175 -2.799 5.132 0.295
H -3.668 -3.517 3.681 0.365
O -3.203 -3.634 4.651 -0.620
H 1.398 5.772 -0.607 0.295
H 2.401 4.450 -0.581 0.450
O 2.202 5.203 -0.177 -0.690
H 1.911 4.041 2.471 0.120
H 1.805 3.923 3.902 0.345
O 1.921 3.393 3.101 -0.669
H 1.542 3.312 -4.989 0.292
H 2.454 2.634 -4.110 0.167
O 2.010 2.477 -4.985 -0.606
H -2.979 3.411 0.181 0.157
H -2.067 2.666 -0.655 0.112
O -2.444 2.672 0.263 -0.400
H 5.174 2.534 2.402 0.302
O 4.715 1.808 1.789 -0.587
H -3.923 -4.733 -3.128 0.232
H -3.762 -3.266 -2.581 0.269
O -3.419 -3.962 -2.933 -0.549
H -0.349 -6.800 0.867 0.291
O -0.822 -6.334 0.213 -0.660
H -2.429 6.031 -0.442 0.328
H -1.774 5.319 0.778 0.263
O -2.446 5.821 0.519 -0.649
H 0.515 2.594 3.939 0.184
H 0.323 1.416 4.808 0.329
O -0.143 1.940 4.116 -0.535
H 3.773 3.387 -2.694 0.382
H 4.246 3.361 -4.183 0.311
O 4.495 3.221 -3.316 -0.622
H -0.365 1.814 1.420 -0.419
H -0.190 3.198 1.009 -0.353
O 0.044 2.412 0.923 1.423
H 0.855 4.535 -2.395 0.231
H 1.449 3.294 -1.945 0.083
O 0.632 3.655 -2.274 -0.557
H 3.313 -2.627 0.026 0.010
H 2.221 -3.563 -0.112 0.146
O 2.343 -2.626 0.080 -0.046
H -1.744 0.546 -2.675 0.120
H -0.505 -0.249 -2.334 0.095
O -1.205 0.206 -2.077 -0.297
H 2.779 2.597 -0.141 0.102
H 3.180 1.847 -1.405 0.506
O 2.888 2.805 -0.929 -0.902
H 3.930 -2.473 -3.212 0.333
H 4.201 -3.459 -4.251 0.264
O 4.670 -2.910 -3.751 -0.619
H -4.705 -0.262 1.893 0.182
H -5.345 0.731 2.897 0.297
O -5.232 -0.076 2.653 -0.622
H 4.170 0.836 -2.991 0.339
O 3.200 1.089 -2.872 -0.422
H -0.526 5.713 3.381 0.285
H 0.978 6.067 3.370 0.270
O 0.337 5.590 2.965 -0.566
H 4.641 2.187 0.983 0.236
H 3.237 0.439 2.849 0.160
H -0.561 -5.477 0.036 0.329
H -1.356 -0.042 3.339 0.006
H -3.775 3.268 -3.001 0.401
H 2.905 0.187 -3.047 0.023
O 0.124 -0.716 0.350 1.112
H 0.071 -0.845 -0.537 -0.563
H 0.925 -0.447 0.705 -0.276
O -0.504 -2.059 5.397 -0.644
H -0.784 -1.767 4.499 0.252
H 0.492 -2.372 5.097 0.364
O 0.393 -1.704 -2.174 -0.561
H -0.515 -2.091 -1.888 0.244
H 1.114 -2.133 -1.630 0.118
O -1.516 -4.265 2.072 -0.373
H -1.526 -4.816 2.773 0.180
H -1.598 -3.398 2.225 0.243
O -3.667 -2.736 0.928 -0.616
H -3.061 -2.295 1.517 0.094
H -3.186 -3.620 0.871 0.393
O 5.438 -1.357 0.396 -0.548
H 6.071 -1.408 1.106 0.270
H 5.135 -2.266 0.435 0.247
O -2.521 2.911 3.269 -0.651
H -1.916 2.329 3.588 0.361
H -2.010 3.366 2.652 0.152
```

---

2.
ORCA calculation (ωB97M-V/def2-TZVPD) on a cluster of 40 separate species, H80O40 in total at a distorted geometry.

The HOMO energy is -0.3569 hartree. The relative energy (zero: lowest compared OMol25 entry of this formula, charge and spin) is 14.860 eV.

The geometry in XYZ format:
```
120
Properties=species:S:1:pos:R:3:mulliken_charge:R:1
H -1.432 -2.958 1.593 0.331
H -1.324 -2.221 2.923 0.211
O -1.974 -2.789 2.454 -0.855
H 5.316 2.654 -1.779 0.263
H 6.091 1.485 -2.261 0.324
O 5.630 2.348 -2.556 -0.599
H 1.946 -3.158 3.975 0.280
H 1.956 -3.297 5.541 0.307
O 2.425 -2.832 4.771 -0.624
H -0.450 0.664 -3.987 0.317
H 0.244 0.369 -2.814 -0.083
O -0.094 -0.085 -3.537 -0.252
H -3.270 0.233 3.817 0.416
H -2.839 -0.985 2.757 0.563
O -2.511 -0.142 3.212 -1.276
H 3.105 -0.800 3.066 0.227
O 2.229 -0.535 2.697 0.065
H 0.970 1.260 3.427 0.094
O 0.382 1.733 2.666 -0.419
H 5.707 0.513 1.777 0.243
H 4.320 -0.009 1.245 0.417
O 4.771 0.302 2.080 -0.766
H -0.206 -4.107 -4.021 0.361
H -0.721 -4.360 -2.705 0.312
O 0.185 -4.209 -3.119 -0.594
H 3.625 1.488 4.187 0.299
H 4.606 1.692 3.251 0.414
O 4.036 2.197 3.787 -0.686
H 3.074 0.044 -1.506 0.126
H 2.429 -1.112 -0.640 0.301
O 3.147 -0.522 -0.847 -0.432
H -2.732 -1.780 0.314 0.225
O -2.916 -1.083 -0.407 -0.340
H -0.153 4.579 2.185 0.263
H -0.578 6.037 1.952 0.334
O -0.393 5.275 2.711 -0.635
H 0.182 -0.580 3.926 0.306
H -1.340 -0.778 4.413 0.423
O -0.348 -0.967 4.636 -0.742
H 0.589 -0.884 2.160 -0.872
H -0.126 0.180 1.268 -0.161
O -0.213 -0.805 1.584 1.855
H 1.455 -1.910 -5.445 0.243
H 2.107 -3.237 -5.280 0.234
O 1.676 -2.512 -4.886 -0.466
H -4.363 -4.149 1.736 0.323
H -3.741 -2.671 2.033 0.263
O -4.405 -3.127 1.514 -0.691
H -2.355 2.281 1.241 -0.009
H -1.132 3.038 0.662 0.120
O -1.512 2.079 0.827 0.266
H 1.012 3.108 -5.418 0.270
O 0.783 2.234 -5.177 -0.592
H 4.512 0.423 -3.324 0.166
H 3.774 -0.826 -3.381 0.214
O 3.715 0.069 -3.023 -0.425
H -6.088 0.214 1.584 0.233
O -5.188 0.007 1.848 -0.541
H -5.540 2.829 0.615 0.225
H -5.201 3.729 -0.704 0.297
O -4.935 3.114 0.008 -0.567
H -2.569 3.806 -0.994 0.234
H -3.510 4.308 0.079 0.425
O -2.704 4.614 -0.504 -0.700
H 2.876 3.474 2.701 0.153
H 1.777 4.010 2.886 0.274
O 2.132 3.574 2.152 -0.392
H 2.543 -0.874 4.883 0.187
H 1.206 -0.231 5.616 0.322
O 2.213 -0.503 5.608 -0.637
H -2.712 -2.635 -1.797 0.469
H -3.830 -3.217 -2.691 0.295
O -3.026 -3.440 -2.268 -0.777
H -3.418 2.928 -3.764 0.205
H -2.072 2.431 -2.951 0.454
O -2.971 2.487 -3.062 -0.546
H 4.149 -2.368 1.600 0.338
H 5.617 -1.652 1.877 0.310
O 5.145 -2.147 1.239 -0.646
H 0.228 3.056 -2.389 0.004
H -0.544 1.998 -1.750 0.163
O -0.421 2.270 -2.615 -0.255
H 0.730 -2.753 0.261 0.321
H 0.758 -4.245 -0.304 0.358
O 0.479 -3.732 0.527 -0.688
H -2.910 -3.633 -0.369 0.254
H -1.922 -4.709 0.032 0.239
O -2.005 -3.772 -0.227 -0.526
H 2.124 4.993 -0.774 0.289
O 1.204 4.863 -1.044 -0.512
H 0.249 -1.026 -0.006 0.128
H 0.497 -1.549 -1.467 -0.251
O 0.905 -1.289 -0.611 0.169
H 1.702 1.866 -4.905 0.298
H 2.153 -1.317 1.976 -0.112
H -5.182 -0.978 1.510 0.275
H 1.065 1.964 2.125 0.203
H -2.387 -0.287 -0.184 0.024
H 0.770 5.556 -1.150 0.169
O 1.590 1.599 -0.009 -0.048
H 2.237 0.981 0.360 0.027
H 1.314 2.063 0.836 -0.037
O -2.303 -4.128 -4.801 -0.698
H -1.960 -3.352 -5.351 0.402
H -2.377 -3.747 -3.956 0.309
O -2.252 -1.188 -5.068 -0.760
H -1.396 -0.793 -4.617 0.412
H -2.685 -1.655 -4.311 0.257
O 2.561 2.957 -2.514 -0.632
H 1.943 3.710 -2.178 0.366
H 2.703 2.207 -1.900 0.200
O 2.203 -3.780 2.296 -0.670
H 1.448 -3.643 1.697 0.536
H 2.212 -4.710 2.424 0.252
O -3.649 -0.220 -3.224 -0.492
H -3.219 0.564 -2.783 0.271
H -4.485 0.064 -3.262 0.162
O -3.595 2.006 2.719 -0.777
H -3.635 1.106 2.497 0.585
H -2.871 1.920 3.412 0.315
```

---

3.
ORCA calculation (ωB97M-V/def2-TZVPD) on a cluster of 40 separate species, H80O40 in total at a distorted geometry.

The HOMO energy is -0.3713 hartree. The relative energy (zero: lowest compared OMol25 entry of this formula, charge and spin) is 16.571 eV.

The geometry in XYZ format:
```
120
Properties=species:S:1:pos:R:3:mulliken_charge:R:1
H -2.761 -2.312 4.176 0.331
H -2.381 -0.917 3.775 0.296
O -3.151 -1.451 3.963 -0.634
H -0.030 5.171 -2.025 0.304
H 1.256 5.311 -2.905 0.259
O 0.983 5.358 -2.040 -0.670
H 0.024 1.078 3.060 0.182
H -0.141 1.138 1.625 -0.025
O -0.498 0.793 2.423 0.138
H -3.723 0.576 2.640 0.230
H -4.562 -0.610 2.756 0.344
O -4.638 0.129 2.185 -0.775
H -4.239 4.846 0.855 0.296
H -3.142 3.945 0.202 0.519
O -3.284 4.803 0.495 -0.772
H 1.132 -6.102 -3.125 0.260
O 0.648 -5.191 -3.091 -0.451
H -2.217 -3.600 2.107 0.334
O -1.862 -3.840 2.963 -0.721
H -1.068 -2.945 -2.061 0.250
H -2.440 -1.859 -2.169 0.089
O -1.614 -2.216 -1.846 -0.279
H -5.135 0.287 0.167 0.243
H -5.516 -0.032 -1.232 0.360
O -5.122 0.581 -0.681 -0.620
H -1.648 -3.666 -3.708 0.282
H -1.648 -5.050 -3.770 0.253
O -1.770 -4.407 -3.205 -0.513
H -3.633 2.093 1.066 0.026
H -4.089 2.026 -0.238 0.424
O -3.257 2.311 0.229 -0.635
H -5.090 -2.421 -1.126 0.321
O -4.922 -1.752 -1.745 -0.715
H 3.332 -0.110 -3.186 0.167
H 3.376 1.382 -3.483 0.229
O 2.929 0.719 -3.023 -0.423
H 2.160 1.105 3.683 0.288
H 2.997 0.789 2.639 0.143
O 2.211 0.489 3.090 -0.518
H 1.384 1.742 6.336 0.303
H 1.197 0.824 4.877 0.243
O 1.228 1.754 5.279 -0.665
H 3.857 0.984 -0.552 0.389
H 3.205 2.219 -1.014 0.256
O 3.821 1.942 -0.414 -0.552
H 0.863 3.595 2.413 0.273
H 1.449 3.459 3.773 0.348
O 1.114 4.156 3.290 -0.671
H 4.240 -2.624 -0.558 0.204
H 2.746 -2.627 -0.208 0.104
O 3.516 -2.962 0.057 -0.558
H 1.560 -0.697 1.732 -0.414
O 1.365 -1.033 0.936 1.388
H 4.047 -1.461 3.861 0.240
H 3.504 -2.327 2.840 0.364
O 4.324 -1.843 3.072 -0.660
H 0.215 -1.802 5.725 0.300
O 0.391 -1.149 5.078 -0.645
H 0.132 0.870 -1.467 -0.076
H 1.621 0.879 -1.749 0.049
O 1.002 0.319 -1.463 0.157
H -1.849 1.037 0.005 -0.038
H -1.694 -0.305 0.061 -0.713
O -1.446 0.393 -0.524 1.169
H 0.844 2.209 0.120 0.028
H 1.733 0.997 0.528 -0.407
O 1.187 1.636 0.793 0.456
H -1.564 2.652 -0.518 0.050
H -1.268 3.818 0.299 0.214
O -0.874 3.011 -0.196 -0.542
H 1.673 1.862 -5.631 0.341
H 1.372 2.982 -4.908 0.290
O 1.945 2.780 -5.654 -0.628
H 1.950 5.893 -0.686 0.409
H 2.944 5.246 0.311 0.310
O 2.537 6.110 -0.003 -0.637
H 4.624 -3.894 2.875 0.316
H 3.052 -4.418 2.370 0.310
O 3.739 -4.123 3.082 -0.671
H 6.315 -0.446 -0.376 0.309
H 5.532 -1.614 -0.485 0.287
O 5.603 -0.810 -0.856 -0.500
H -3.402 2.406 3.179 0.365
H -2.012 1.547 2.768 0.533
O -2.901 1.520 3.276 -0.607
H 1.746 -4.558 -0.445 0.248
H 1.070 -5.797 -0.993 0.233
O 0.858 -5.048 -0.379 -0.629
H -2.794 4.229 4.061 0.255
O -3.137 4.434 3.278 -0.560
H -3.598 -2.246 1.344 0.384
H -2.738 -1.007 1.490 0.004
O -2.824 -1.807 0.888 -0.404
H 0.733 -0.513 0.410 -0.175
H 0.622 -4.788 -4.079 0.243
H 0.721 -1.918 4.367 0.259
H -1.014 -3.548 2.565 0.491
H -4.040 -1.347 -1.352 0.264
H -2.940 5.291 2.851 0.300
O 0.565 -3.283 2.207 -0.375
H 1.332 -3.798 2.529 0.005
H 0.477 -3.448 1.264 0.145
O -1.153 2.618 -3.491 -0.305
H -1.744 2.052 -3.886 0.188
H -1.221 3.361 -4.082 0.268
O 1.906 -2.401 -3.389 -0.746
H 2.346 -1.716 -2.903 0.186
H 1.265 -2.734 -2.836 0.274
O -3.088 0.866 -4.714 -0.696
H -3.528 0.979 -3.808 0.304
H -3.132 -0.099 -4.670 0.324
O -0.129 0.286 -6.302 -0.648
H -0.576 1.082 -5.789 0.333
H -0.414 -0.339 -5.613 0.277
O 4.240 -0.248 1.367 -0.632
H 4.508 -1.211 1.114 0.217
H 3.681 0.005 0.654 0.076
O -0.461 -2.858 -4.724 -0.643
H 0.231 -2.364 -4.201 0.378
H 0.052 -3.398 -5.305 0.317
```

---

4.
ORCA calculation (ωB97M-V/def2-TZVPD) on a cluster of 40 separate species, H80O40 in total at a distorted geometry.

The HOMO energy is -0.3644 hartree. The relative energy (zero: lowest compared OMol25 entry of this formula, charge and spin) is 16.229 eV.

The geometry in XYZ format:
```
120
Properties=species:S:1:pos:R:3:mulliken_charge:R:1
H 5.146 2.682 -1.137 0.303
H 6.322 1.744 -1.490 0.303
O 5.475 2.132 -1.851 -0.604
H 1.236 1.647 5.879 0.256
H 0.251 2.453 6.362 0.268
O 0.675 2.421 5.551 -0.505
H 0.104 3.244 -1.180 -0.202
H -0.728 3.792 -2.074 0.501
O -0.843 3.290 -1.254 0.261
H -5.521 2.283 -1.320 0.343
H -6.062 1.026 -0.382 0.298
O -6.275 1.540 -1.113 -0.641
H 0.555 4.964 -3.805 0.409
H -0.726 4.428 -4.708 0.293
O -0.330 4.729 -3.809 -0.672
H 0.395 -6.025 0.894 0.390
O -0.249 -6.333 1.599 -0.615
H -1.676 -4.071 5.363 0.333
O -0.739 -3.726 5.676 -0.626
H -4.165 -4.647 -0.219 0.416
H -5.457 -4.184 -1.059 0.295
O -4.740 -4.865 -0.957 -0.711
H 2.947 5.248 -3.446 0.254
H 2.521 4.020 -4.010 0.263
O 2.209 4.663 -3.394 -0.639
H -1.352 1.782 -3.729 0.155
H -1.634 0.422 -3.954 0.397
O -1.920 1.234 -4.273 -0.668
H 3.944 0.762 1.374 0.257
H 3.917 -0.609 2.024 0.325
O 4.364 -0.138 1.339 -0.659
H 2.450 2.348 -1.496 0.279
O 1.811 3.150 -1.335 -0.922
H -3.626 -5.334 -2.272 0.450
H -2.142 -5.108 -1.893 0.291
O -2.753 -5.530 -2.588 -0.721
H 0.526 -1.811 -6.558 0.270
H 0.798 -1.547 -5.246 0.220
O 0.516 -1.104 -5.995 -0.508
H 2.949 -3.578 -2.669 0.319
H 1.657 -2.824 -3.287 0.267
O 1.930 -3.709 -2.806 -0.598
H 1.427 -0.302 2.456 0.106
H 2.201 0.965 2.328 0.226
O 2.278 0.084 2.633 -0.189
H -2.685 0.851 1.233 0.246
H -3.373 1.604 2.401 0.063
O -3.375 0.862 1.829 -0.526
H -0.877 4.538 2.627 0.203
H -0.597 3.356 1.468 0.297
O -1.237 3.779 2.144 -0.560
H -0.234 1.236 -2.470 0.159
O -0.071 0.437 -2.582 0.017
H 3.704 -0.729 -5.158 0.299
H 4.142 -0.386 -3.742 0.305
O 3.432 -0.987 -4.293 -0.582
H 3.045 4.260 1.615 0.285
O 3.534 4.367 0.747 -0.502
H 2.707 0.753 4.807 0.233
H 4.134 0.413 4.664 0.324
O 3.556 0.890 5.168 -0.604
H 1.537 1.882 0.117 0.239
H 1.514 3.378 0.623 -0.002
O 1.292 2.437 0.957 -0.058
H -1.757 -4.271 -4.002 0.341
H -0.365 -4.437 -4.629 0.261
O -1.030 -3.759 -4.419 -0.510
H -2.424 1.785 6.048 0.235
H -1.715 1.421 4.661 0.326
O -2.383 1.851 5.155 -0.575
H 1.663 1.830 -5.463 0.287
H 0.285 1.162 -5.882 0.353
O 0.777 2.177 -5.883 -0.634
H -4.414 -2.837 1.021 0.295
H -4.544 -3.706 2.259 0.322
O -4.315 -3.782 1.229 -0.649
H 0.438 -4.951 -1.453 0.203
H -0.451 -4.398 -0.292 0.296
O -0.172 -5.157 -0.839 -0.615
H -1.811 -1.572 -2.585 0.202
H -2.149 -1.751 -3.999 0.262
O -2.554 -1.706 -3.101 -0.579
H 4.132 2.677 3.657 0.267
H 2.590 3.045 3.902 0.333
O 3.364 3.034 3.187 -0.651
H -2.695 4.395 -0.715 0.339
H -2.912 3.208 -1.552 0.305
O -3.362 4.065 -1.291 -0.636
H 5.415 -1.801 -1.208 0.245
O 4.761 -2.449 -1.039 -0.568
H -2.826 0.058 -1.026 0.240
H -2.489 1.515 -0.571 0.242
O -2.088 0.377 -0.472 -0.523
H -0.080 -0.067 -1.897 0.059
H -1.089 -5.959 1.285 0.273
H 3.994 5.209 0.967 0.268
H -0.418 -3.255 4.912 0.290
H 1.529 3.552 -2.058 0.028
H 4.210 -2.082 -0.327 0.325
O 0.195 5.914 1.245 -0.463
H 0.635 5.943 0.461 0.199
H 0.292 6.813 1.549 0.251
O 2.083 -4.453 3.293 -0.608
H 1.341 -5.053 3.372 0.304
H 2.480 -4.671 4.203 0.324
O -0.728 -1.210 1.903 -0.310
H -1.638 -1.410 1.705 0.142
H -0.162 -1.792 1.833 0.167
O -4.289 -2.413 -1.114 -0.535
H -3.562 -1.768 -0.973 0.191
H -4.155 -2.879 -1.888 0.355
O 4.666 -5.214 0.962 -0.637
H 4.569 -4.633 0.171 0.323
H 4.352 -4.736 1.736 0.302
O -4.500 2.818 3.789 -0.682
H -4.290 2.590 2.701 0.470
H -3.550 2.531 4.202 0.468
O -0.020 -0.142 5.906 -0.554
H 0.483 -0.648 6.606 0.310
H 0.235 -0.567 5.117 0.226
```

---

- Number 3 is which compound?
  H80O40